The following is a quantum chemistry calculation of a molecular structure, C7H7AsBr2NaO8S, from the Open Molecules 2025 dataset.

XYZ file:
```
27
Properties=species:S:1:pos:R:3:forces:R:3:lowdin_charge:R:1
Na 1.268 0.711 1.979 0.201 -0.348 0.605 0.3018
Br 4.156 1.595 0.764 -0.452 0.357 -0.266 0.6033
C 2.785 2.952 0.370 0.628 -0.306 -0.048 -0.9985
Br 2.295 3.817 2.045 -0.174 -0.060 -0.475 0.5916
H 1.941 2.440 -0.119 0.197 0.254 0.401 -0.0571
H 3.218 3.685 -0.312 -0.024 -0.072 0.362 0.0012
O -2.183 2.319 -0.868 0.939 1.222 -1.250 -0.2877
As -0.741 1.312 -0.505 -0.780 -1.240 3.942 0.9137
O 0.721 1.542 -1.221 -0.961 0.479 -0.365 -0.4801
O -0.871 1.256 1.204 1.231 0.211 -1.890 -0.5215
C -1.533 -0.454 -0.914 0.354 0.165 -0.389 -0.2133
C -2.765 -0.428 -1.534 -0.130 1.382 -0.227 -0.0999
C -3.247 -1.539 -2.146 -1.815 -0.922 -0.797 -0.0894
C -2.516 -2.703 -2.255 -0.781 -1.135 -1.355 -0.0969
C -1.348 -2.824 -1.578 1.220 0.621 0.966 -0.0928
C -0.951 -1.718 -0.821 0.556 0.218 0.228 -0.3028
S 0.418 -2.039 0.322 1.573 1.136 -0.138 0.8541
O 1.412 -0.978 0.163 -0.078 -0.124 -0.760 -0.3812
O 0.032 -2.192 1.696 -1.271 -0.772 0.558 -0.3128
O 4.584 -1.123 4.801 2.513 -1.092 -0.927 -0.2095
H -1.939 3.208 -1.238 -0.210 -1.300 0.478 0.0665
H -3.295 0.527 -1.637 0.192 -0.513 0.199 0.1060
H -4.252 -1.519 -2.580 0.442 0.108 -0.062 0.1137
H -2.839 -3.515 -2.933 0.019 0.526 0.581 0.1186
H -0.650 -3.655 -1.664 -0.480 -0.133 0.206 0.1143
O 2.841 -0.084 3.984 -1.166 1.081 -2.646 -0.2802
O 3.458 -0.593 5.001 -1.742 0.259 3.067 -0.3614
```
Positions in Å, forces in eV/Å.

Output
Total energy ... -8816.97066 a.u.
LUMO energy (spin up / spin down) ... 2.04 / 0.09 eV
Spin multiplicity ... 1
Energy relative to the best compared isomer or geometry (same formula, charge and spin) ... 104.4 kcal per mole
Charge ... -1
Frontier orbital gap (spin up / spin down) ... 6.43 / 3.21 eV